This record from OMol25 describes one molecule with the formula C5H11NO. The level of theory is wB97M-V/def2-TZVPD.

The value obtained for the calculated total energy is -8896.76144 eV. Its spin multiplicity is 1. Its gap between HOMO and LUMO is 7.2 eV. The value obtained for the HOMO energy is -0.2368 Eh. The calculation puts the relative energy (zero: lowest compared OMol25 entry of this formula, charge and spin) at 4.936 eV.

XYZ file:
```
18
Properties=species:S:1:pos:R:3:forces:R:3:nbo_charge:R:1
C -1.738 1.449 1.524 -0.095 0.248 0.091 -0.25
O -1.241 0.166 1.217 0.075 -0.083 0.025 -0.53
C -0.854 0.028 -0.126 0.048 0.001 -0.185 0.06
C 0.520 0.654 -0.459 0.073 0.196 -0.055 -0.24
N 1.202 -0.667 -0.270 0.074 0.105 0.272 -0.36
C 2.430 -0.954 -1.068 -0.216 -0.233 -0.304 -0.74
C -0.190 -1.333 -0.328 0.082 -0.131 -0.124 -0.25
H -2.007 1.444 2.583 0.046 0.006 -0.175 0.20
H -2.633 1.690 0.930 0.139 -0.086 0.055 0.17
H -0.986 2.234 1.355 -0.099 -0.128 0.017 0.17
H -1.682 0.286 -0.803 0.187 -0.039 0.138 0.18
H 0.613 0.941 -1.509 0.057 -0.060 0.131 0.22
H 0.903 1.445 0.187 -0.044 -0.113 -0.095 0.22
H 1.585 -0.710 0.669 -0.498 -0.040 0.209 0.42
H 2.165 -0.811 -2.123 -0.131 -0.056 -0.017 0.14
H 2.602 -2.032 -0.905 0.152 0.226 -0.032 0.15
H -0.371 -2.076 0.452 0.077 0.111 -0.114 0.22
H -0.320 -1.756 -1.327 0.071 0.075 0.164 0.22
```
Forces are in eV/Å.

This record from OMol25 describes C4H7HgO as an isolated structure in a non-equilibrium geometry. The level of theory is wB97M-V/def2-TZVPD.

The value obtained for the calculated total energy is -10470.89520 eV. Its spin multiplicity is 3. As for the charge: +1. Its gap between HOMO and LUMO (alpha / beta) is 10.1 / 7.1 eV. The expectation value of S² is 2.02. The value obtained for the HOMO energy (alpha / beta) is -0.5077 / -0.5347 Eh. The calculation puts the relative energy (zero: lowest compared OMol25 entry of this formula, charge and spin) at 0.846 eV.

XYZ file:
```
13
Properties=species:S:1:pos:R:3:forces:R:3:nbo_charge:R:1
C 1.060 -0.301 0.973 -0.714 -0.558 0.248 -0.42
C 0.620 -0.032 -0.426 -1.382 1.283 2.043 -0.22
C -0.461 -0.863 -1.041 -0.312 0.070 1.139 -0.08
O -1.263 -0.196 -1.866 -0.005 -0.878 0.447 -0.45
Hg -1.691 2.009 -1.495 0.082 0.138 0.084 0.80
H 0.890 -1.322 1.322 0.331 0.261 0.075 0.24
H 1.254 0.607 -1.043 -0.492 0.016 0.011 0.26
H 2.008 0.170 1.246 -0.370 -0.351 0.005 0.26
H -1.094 -0.914 0.171 0.660 -0.695 -2.954 0.33
C -0.150 0.600 0.984 2.562 1.742 -0.586 -0.48
H -1.136 0.436 1.425 0.105 -0.882 -0.573 0.26
H 0.098 1.645 1.193 0.093 -0.246 -0.227 0.25
H -0.134 -1.840 -1.443 -0.559 0.101 0.289 0.24
```
Forces are in eV/Å.

This record from OMol25 describes C18H49BN3O10S2 as an isolated structure in a non-equilibrium geometry. The level of theory is wB97M-V/def2-TZVPD.

The value obtained for the calculated total energy is -66754.28247 eV. Its spin multiplicity is 1. As for the charge: -1. Its gap between HOMO and LUMO is 7.5 eV. The value obtained for the HOMO energy is -0.2079 Eh.

XYZ file:
```
83
Properties=species:S:1:pos:R:3:forces:R:3:lowdin_charge:R:1
C 2.550 2.484 2.409 -0.514 -1.120 1.057 -0.03
C 1.204 1.921 3.022 0.446 1.063 -0.703 -0.40
N 0.104 2.489 2.688 0.572 -1.115 0.462 0.13
C 1.215 0.699 4.007 -0.446 0.374 -1.113 -0.18
S 1.345 1.251 5.772 -3.129 1.486 3.961 0.58
O 0.897 0.170 6.715 1.790 1.199 -2.719 -0.39
O 0.339 2.367 5.899 2.565 -1.553 -1.215 -0.41
N 2.851 1.932 6.133 -0.104 -2.635 -1.685 -0.34
S 4.112 0.807 6.081 0.152 -1.220 4.913 0.59
O 5.050 1.161 7.210 -1.409 0.302 -2.624 -0.39
O 3.719 -0.629 6.236 -0.036 2.026 -1.485 -0.39
B 5.141 0.918 4.516 0.974 -0.072 -1.874 -0.63
N 5.008 -0.097 3.465 -0.377 2.045 1.250 0.17
O 6.088 1.959 4.345 -1.498 -0.875 -0.285 0.07
H 2.918 1.751 1.644 -0.122 0.685 0.605 0.07
H 2.361 3.484 1.949 0.256 -0.865 0.441 0.08
H 3.280 2.536 3.260 -0.406 0.181 -0.934 0.06
H 0.272 3.267 2.042 -0.017 -0.196 0.248 0.05
H 0.202 0.225 3.894 0.936 0.436 0.504 0.11
H 1.989 -0.060 3.735 -0.476 0.728 0.439 0.08
H 5.143 0.333 2.545 -0.011 -0.639 0.349 0.05
H 4.119 -0.586 3.528 0.451 -0.274 -0.065 0.06
H 5.642 2.801 4.514 0.370 -0.033 0.488 0.09
C 5.916 -1.976 -0.549 -0.048 -0.281 0.096 -0.06
C 4.948 -0.844 -0.850 0.673 0.045 -0.085 -0.49
C 5.326 -0.119 -2.133 -0.208 0.131 -0.161 -0.06
O 4.942 0.082 0.236 -0.354 0.111 0.106 -0.07
H 6.932 -1.593 -0.411 -0.033 0.076 -0.098 0.08
H 5.639 -2.480 0.379 -0.047 0.028 -0.059 0.08
H 5.927 -2.710 -1.357 -0.018 0.027 0.022 0.06
H 3.935 -1.242 -0.939 -0.003 0.128 0.160 0.14
H 6.322 0.327 -2.048 0.034 -0.130 0.030 0.08
H 4.628 0.697 -2.332 -0.018 -0.079 0.009 0.08
H 5.321 -0.800 -2.987 0.030 0.019 0.030 0.08
H 5.833 0.441 0.324 0.009 -0.041 -0.071 0.09
C 5.854 -6.517 -3.072 0.267 0.049 0.040 -0.07
C 4.853 -5.853 -2.139 -0.265 -0.298 -0.549 -0.50
C 3.618 -6.718 -1.946 -0.130 0.015 0.242 -0.07
O 4.470 -4.587 -2.673 0.150 0.252 0.265 -0.07
H 5.416 -6.674 -4.063 -0.094 -0.071 0.075 0.08
H 6.731 -5.881 -3.209 -0.028 -0.034 0.079 0.08
H 6.180 -7.483 -2.679 -0.012 0.020 -0.048 0.08
H 5.323 -5.664 -1.171 -0.057 0.196 -0.070 0.14
H 3.105 -6.882 -2.899 0.126 -0.050 -0.036 0.08
H 2.905 -6.225 -1.282 0.088 -0.026 0.022 0.08
H 3.878 -7.689 -1.519 -0.035 0.019 -0.035 0.08
H 4.053 -4.739 -3.528 -0.002 -0.028 0.021 0.08
C -4.525 4.775 0.950 -0.050 0.122 -0.334 -0.07
C -3.211 4.054 1.211 -0.333 0.120 0.762 -0.50
C -3.319 3.126 2.410 0.139 -0.331 -0.016 -0.06
O -2.179 5.016 1.439 0.209 0.050 -0.484 -0.06
H -4.807 5.393 1.808 0.013 -0.133 0.071 0.08
H -4.432 5.446 0.092 -0.006 -0.067 -0.009 0.07
H -5.332 4.064 0.752 0.018 0.014 0.038 0.06
H -2.925 3.480 0.326 0.158 0.139 0.014 0.13
H -3.560 3.687 3.318 -0.072 0.075 -0.078 0.09
H -2.367 2.623 2.593 -0.040 0.070 -0.025 0.05
H -4.090 2.368 2.253 -0.005 0.063 0.005 0.06
H -2.420 5.527 2.219 0.026 -0.120 0.071 0.08
C -5.489 0.770 -1.170 0.219 -0.087 0.011 -0.06
C -5.767 0.051 0.140 -0.507 0.429 -0.319 -0.49
C -7.069 -0.732 0.076 -0.022 -0.246 0.153 -0.07
O -5.835 1.002 1.202 0.215 -0.184 0.231 -0.06
H -6.283 1.490 -1.396 -0.085 -0.110 0.005 0.08
H -4.557 1.336 -1.107 -0.001 -0.095 -0.002 0.08
H -5.413 0.066 -2.000 0.007 0.112 -0.013 0.06
H -4.942 -0.627 0.369 -0.003 0.141 0.170 0.14
H -7.916 -0.064 -0.107 0.077 0.036 -0.113 0.08
H -7.262 -1.235 1.026 0.067 -0.012 -0.051 0.08
H -7.040 -1.483 -0.717 -0.034 0.034 0.012 0.08
H -6.561 1.607 1.012 0.009 -0.021 -0.031 0.08
C -5.095 -0.591 -6.521 0.092 -0.266 -0.001 -0.07
C -5.870 -0.106 -5.305 0.198 0.514 -0.459 -0.50
C -6.987 0.846 -5.705 -0.240 -0.009 0.145 -0.07
O -4.983 0.552 -4.404 -0.068 -0.254 0.198 -0.06
H -4.627 0.249 -7.043 -0.132 0.041 -0.002 0.08
H -4.291 -1.265 -6.218 -0.086 -0.008 0.016 0.08
H -5.747 -1.117 -7.222 0.041 0.035 -0.008 0.08
H -6.291 -0.962 -4.773 0.123 0.086 0.139 0.14
H -6.582 1.734 -6.200 0.052 -0.098 -0.080 0.08
H -7.529 1.193 -4.823 0.012 -0.082 -0.025 0.08
H -7.695 0.363 -6.382 0.020 0.051 0.001 0.08
H -4.604 1.311 -4.862 -0.002 -0.013 0.004 0.09
```
Forces are in eV/Å.

This record from OMol25 describes a 12-piece molecular cluster, C24H60O18S6 overall in a non-equilibrium geometry. The level of theory is wB97M-V/def2-TZVPD.

The value obtained for the calculated total energy is -127725.34752 eV. Its spin multiplicity is 1. Its gap between HOMO and LUMO is 10.0 eV. The value obtained for the HOMO energy is -0.3713 Eh. The SMILES is O=S1(=O)CCCC1.O=S1(=O)CCCC1.O=S1(=O)CCCC1.O=S1(=O)CCCC1.O=S1(=O)CCCC1.O=S1(=O)CCCC1.O.O.O.O.O.O. The calculation puts the relative energy (zero: lowest compared OMol25 entry of this formula, charge and spin) at 0.000 eV.

XYZ file:
```
108
Properties=species:S:1:pos:R:3:forces:R:3:lowdin_charge:R:1
O -2.962 3.213 -2.028 0.480 0.451 0.755 -0.08
H -2.525 2.374 -2.180 -0.047 -0.443 -0.231 -0.01
H -2.524 3.510 -1.191 -0.351 0.107 -0.480 0.01
O 0.469 3.749 2.090 0.289 1.014 -2.238 -0.07
H 0.987 3.008 2.383 0.527 -0.702 0.181 -0.01
H 0.851 3.958 1.169 -0.543 -0.374 1.853 0.06
O -4.572 -1.728 -1.005 0.708 0.949 -1.622 -0.08
H -3.989 -0.990 -1.341 -0.759 -1.197 0.330 0.02
H -4.385 -1.711 -0.077 0.011 0.044 0.910 -0.02
O 0.023 -0.928 -4.645 0.142 -0.344 -0.438 -0.06
H -0.009 -0.504 -3.785 -0.198 0.321 0.210 -0.04
H 0.930 -1.252 -4.685 0.183 -0.152 -0.226 0.02
O -1.949 4.108 0.501 -0.190 -0.612 1.739 -0.10
H -2.542 3.653 1.166 0.469 0.682 -1.410 0.04
H -1.114 3.987 1.004 -0.172 0.318 -0.549 0.01
O -0.070 -3.014 -2.589 0.350 -1.573 0.837 -0.05
H -0.356 -2.437 -3.283 -0.249 0.635 -1.152 0.00
H -0.118 -3.923 -2.932 0.036 0.628 0.032 0.07
C -6.334 2.626 1.567 -0.705 -0.487 0.122 -0.21
C -6.399 2.250 0.066 -0.795 -0.681 0.102 -0.17
C -5.138 1.434 -0.344 -0.356 0.114 0.598 -0.19
S -4.274 1.011 1.165 -0.595 -0.100 0.377 0.73
O -3.195 1.970 1.363 -0.437 -0.769 0.177 -0.34
O -3.953 -0.405 1.293 0.059 0.721 0.264 -0.33
C -5.590 1.498 2.266 0.155 0.547 0.454 -0.24
H -7.342 2.732 2.070 1.074 0.066 -0.815 0.14
H -5.780 3.552 1.670 0.012 0.223 0.116 0.11
H -6.495 3.154 -0.482 0.319 0.841 -0.718 0.10
H -7.354 1.720 -0.207 1.075 -0.003 0.526 0.13
H -4.331 1.972 -0.829 -0.329 0.376 -0.762 0.06
H -5.417 0.524 -0.857 0.191 -0.162 -0.139 0.09
H -5.111 1.871 3.174 -0.132 -0.472 0.134 0.11
H -6.272 0.675 2.423 0.149 -0.442 0.217 0.11
C 1.544 3.627 -4.680 1.907 0.738 0.994 -0.20
C 1.933 5.114 -4.508 -0.571 0.647 -0.906 -0.21
C 1.819 5.540 -3.066 0.661 0.895 0.940 -0.23
S 1.851 4.030 -2.102 0.079 0.215 -2.181 0.65
O 1.266 4.130 -0.809 -1.138 0.116 0.960 -0.30
O 3.175 3.498 -2.161 1.175 -0.357 -0.056 -0.30
C 0.934 3.174 -3.388 -1.728 -1.523 1.095 -0.23
H 2.457 3.079 -4.881 0.022 -0.335 -0.042 0.12
H 0.930 3.592 -5.522 -1.267 -0.650 -1.116 0.10
H 1.262 5.721 -5.138 -0.024 -0.122 0.506 0.12
H 2.887 5.355 -4.931 0.803 -0.271 0.012 0.11
H 0.868 6.046 -2.932 -0.050 0.031 0.530 0.11
H 2.658 6.166 -2.684 -0.660 -0.327 -0.340 0.12
H -0.143 3.469 -3.303 0.781 -0.218 0.061 0.12
H 1.016 2.073 -3.173 -0.122 1.003 -0.277 0.10
C 0.879 -4.910 0.664 -0.388 -1.864 -0.054 -0.18
C 0.940 -5.919 -0.558 -0.257 -0.045 2.023 -0.19
C 1.630 -7.224 -0.106 -1.243 0.395 1.282 -0.18
S 2.564 -6.800 1.456 -1.986 -1.375 -1.146 0.67
O 3.946 -7.182 1.338 -0.047 0.522 0.170 -0.32
O 1.752 -7.311 2.540 0.384 0.168 0.160 -0.34
C 2.243 -5.039 1.309 0.442 -1.011 1.917 -0.24
H -0.008 -5.171 1.316 1.339 0.030 -0.262 0.14
H 0.722 -3.898 0.402 -0.153 0.970 -0.839 0.05
H 1.520 -5.506 -1.313 0.974 1.042 -1.486 0.07
H -0.045 -6.132 -0.927 -0.466 -0.023 -0.216 0.10
H 2.298 -7.623 -0.834 0.510 -0.282 -0.431 0.08
H 0.819 -7.947 0.146 1.019 0.233 0.131 0.11
H 3.115 -4.797 0.733 0.135 1.067 -0.745 0.09
H 2.368 -4.693 2.356 -0.191 0.167 -0.647 0.12
C 4.858 -0.220 -2.340 0.661 1.711 0.226 -0.23
C 3.387 -0.007 -2.047 -2.162 -1.225 0.067 -0.17
C 2.722 -1.433 -1.729 -0.077 1.807 -0.988 -0.24
S 3.553 -2.539 -2.781 1.673 0.210 -0.675 0.69
O 3.049 -2.264 -4.119 -0.061 -0.546 0.328 -0.32
O 3.748 -3.900 -2.289 -0.732 0.964 -0.328 -0.33
C 5.160 -1.639 -2.665 -0.130 -1.958 -0.797 -0.21
H 5.365 0.075 -1.428 0.344 -0.270 0.247 0.11
H 5.252 0.522 -3.048 -0.344 -0.414 -0.212 0.13
H 2.796 0.460 -2.874 0.649 -0.360 0.646 0.11
H 3.226 0.554 -1.121 0.109 0.322 -0.412 0.11
H 1.658 -1.398 -1.934 0.026 -0.337 -0.018 0.05
H 2.911 -1.732 -0.742 0.292 -0.388 1.552 0.08
H 5.650 -1.911 -3.609 -0.194 0.597 0.006 0.11
H 5.764 -2.134 -1.918 -0.069 -0.161 0.445 0.10
C -0.504 1.067 6.148 1.987 0.652 0.303 -0.18
C 0.380 -0.183 6.432 1.369 0.323 0.681 -0.20
C 1.238 -0.549 5.188 -2.244 0.808 -1.183 -0.21
S 1.638 1.076 4.539 -0.131 -0.432 3.524 0.65
O 1.963 1.114 3.166 0.644 0.210 -2.201 -0.32
O 2.558 1.654 5.496 -0.597 0.260 -0.470 -0.29
C -0.064 1.622 4.801 -0.039 0.555 -0.350 -0.23
H -0.179 1.827 6.884 -0.676 -0.392 -0.158 0.12
H -1.562 0.902 6.200 -0.450 -0.160 0.046 0.11
H -0.169 -1.043 6.681 -1.088 -1.086 0.273 0.08
H 1.009 0.001 7.363 -0.432 -0.130 -1.465 0.14
H 0.597 -0.969 4.350 0.419 0.214 1.051 0.11
H 2.028 -1.232 5.342 1.172 -0.306 0.292 0.09
H -0.662 1.306 3.958 -0.004 -0.625 -0.273 0.09
H -0.124 2.698 4.712 0.322 0.450 0.281 0.11
C -0.379 -0.104 1.578 2.044 -0.292 0.020 -0.19
C -0.151 -1.528 1.018 -1.118 0.137 1.481 -0.21
C -1.137 -1.695 -0.113 0.918 0.576 -0.791 -0.19
S -1.073 -0.116 -1.057 0.637 -0.544 1.865 0.79
O -2.368 0.378 -1.459 -0.469 -0.091 0.023 -0.32
O -0.077 -0.211 -2.109 0.082 0.365 0.473 -0.35
C -0.375 0.849 0.357 -1.039 -0.733 -0.031 -0.16
H 0.428 0.174 2.359 -1.542 -0.418 -1.690 0.09
H -1.350 -0.177 2.045 -0.423 0.658 0.096 0.09
H -0.427 -2.250 1.810 0.157 0.180 -0.321 0.13
H 0.871 -1.715 0.805 1.002 -0.072 -0.708 0.09
H -2.108 -1.828 0.275 -1.270 0.209 0.382 0.07
H -0.928 -2.500 -0.786 0.206 -0.285 -0.555 0.07
H -1.073 1.638 0.545 -0.320 0.698 -0.188 0.05
H 0.548 1.245 -0.033 0.595 -0.042 0.315 0.10
```
Forces are in eV/Å.